Below is 2 unconnected molecules or ions with the total composition C4H11NO in a non-equilibrium geometry, with properties calculated with ωB97M-V/def2-TZVPD.

XYZ file:
```
17
Properties=species:S:1:pos:R:3:mulliken_charge:R:1
C -2.3046 -3.8078 0.6516 -1.01
C -2.8454 -2.4191 0.1816 -0.32
N -1.6323 -1.5037 0.1451 -0.56
H -1.9257 -3.6461 1.6893 0.25
H -3.1165 -4.5149 0.7171 0.33
H -1.4230 -4.1567 0.0397 0.29
H -3.3699 -2.4205 -0.7715 0.38
H -3.5672 -2.1994 0.8876 0.23
H -1.3290 -1.2947 1.1267 0.20
H -1.7679 -0.6677 -0.5003 0.21
C 2.2071 2.8194 -1.5677 -0.44
C 2.4731 3.2503 -0.3159 -0.19
O 2.6378 2.3580 0.6872 -0.44
H 1.4446 3.3593 -2.1768 0.22
H 2.5555 1.7928 -2.0013 0.19
H 2.0646 4.0808 0.1070 0.35
H 3.5772 2.2712 0.6709 0.31
```

Properties
Lowest unoccupied orbital energy (eV): 0.9
M (Da): 89.138
Spin multiplicity: 1

***

Below is 2 unconnected molecules or ions with the total composition C4H11NO in a non-equilibrium geometry, with properties calculated with ωB97M-V/def2-TZVPD.

XYZ file:
```
17
Properties=species:S:1:pos:R:3:mulliken_charge:R:1
C 0.7602 1.7600 -1.5897 -1.15
C 0.1747 1.2688 -0.1262 -0.22
C -0.0833 -0.1689 -0.2253 -0.58
C -1.2993 -0.6461 0.0585 -0.04
N -1.5247 -1.9987 -0.0654 -0.49
H 0.5404 2.7946 -1.7802 0.36
H 0.2413 1.2484 -2.3865 0.35
H 1.9205 1.7150 -1.7074 0.26
H 0.9196 1.5016 0.6321 0.21
H -0.7552 1.9399 -0.0025 0.22
H 0.7447 -0.7947 -0.5424 0.35
H -2.1399 -0.0119 0.4234 0.31
H -2.3585 -2.5057 -0.2137 0.21
H -0.7631 -2.3550 -0.6657 0.21
H 1.5266 -0.6160 2.4344 0.33
H 0.8310 -1.8584 2.6136 0.30
O 1.2649 -1.2731 3.1430 -0.63
```

Properties
Lowest unoccupied orbital energy (eV): 1.0
M (Da): 89.138
Spin multiplicity: 1

***

Below is 2 unconnected molecules or ions with the total composition C4H11NO, with properties calculated with ωB97M-V/def2-TZVPD.

XYZ file:
```
17
Properties=species:S:1:pos:R:3:mulliken_charge:R:1
C 2.4493 0.5086 -0.0458 0.11
C 3.5510 0.8263 -0.7110 -0.80
N 1.1258 0.5251 -0.5319 -0.43
H 2.5288 0.2444 1.0090 0.28
H 4.5149 0.8508 -0.2254 0.24
H 3.5129 1.1093 -1.7644 0.21
H 1.0841 0.9404 -1.4505 0.19
H 0.6969 -0.3931 -0.4724 0.22
H -0.5228 -1.9496 1.0144 0.31
C -1.8186 -0.4810 0.8736 -0.16
O -1.0533 -1.5465 0.3170 -0.59
C -2.9222 -0.1138 -0.0744 -1.12
H -2.2661 -0.7981 1.8177 0.35
H -1.1820 0.3737 1.1235 0.29
H -3.5105 0.6762 0.3975 0.34
H -2.5943 0.1858 -1.0697 0.30
H -3.5940 -0.9585 -0.2071 0.28
```

Properties
Lowest unoccupied orbital energy (eV): 0.8
M (Da): 89.138
Spin multiplicity: 1

***

E, respectively: -7861.2302 -7862.5268 -7863.0085 eV.
Kohn-Sham gap, respectively: 9.89 9.03 9.35 eV.